A structure of composition C56H44GeN2O9PSTeTi. Source: the OMol25 dataset; level of theory: ωB97M-V/def2-TZVPD.

```
116
Properties=species:S:1:pos:R:3:lowdin_charge:R:1
Ti -0.51839 0.07342 0.08141 0.969
O 3.30712 0.47236 1.54303 0.071
C 2.02337 0.68638 1.13170 -0.523
O 1.29515 -0.35714 0.77947 -0.196
C 1.44022 1.91352 1.10403 -0.271
C 1.95078 3.20244 1.49720 -0.049
C 1.11386 4.26771 1.49679 -0.124
C -0.28565 4.10818 1.12786 -0.048
C -0.70989 2.88820 0.73224 -0.198
N 0.10763 1.80948 0.65125 -0.038
C -2.12453 2.46839 0.37477 -0.547
O -3.04879 3.26213 0.25581 0.031
O -2.20932 1.18134 0.26162 -0.195
H 3.38977 -0.47719 1.68718 0.080
H 2.99705 3.27050 1.77312 0.109
H 1.47835 5.25167 1.77421 0.083
H -0.97595 4.94018 1.14570 0.097
O -0.65648 0.46151 -1.96472 -0.511
S -0.20264 -0.88580 -2.46802 0.459
O -1.20336 -1.69304 -3.10529 -0.357
O 0.60221 -1.53202 -1.42913 -0.321
C 0.97936 -0.49364 -3.74993 -0.255
C 0.96343 -1.17248 -4.95868 -0.055
C 1.92431 -0.88858 -5.91483 -0.091
C 2.89093 0.07136 -5.64987 -0.088
C 2.90227 0.74531 -4.43671 -0.076
C 1.94552 0.47661 -3.46141 -0.322
P 1.82442 1.39061 -1.84661 1.191
C 1.11579 2.94271 -2.55722 -0.291
C 1.22608 4.15257 -1.87535 -0.105
C 0.54042 5.28330 -2.29932 -0.087
C -0.27883 5.22681 -3.41448 -0.104
C -0.40989 4.02655 -4.10043 -0.084
C 0.27868 2.89916 -3.67785 -0.077
C 3.63384 1.70196 -1.65691 -0.339
C 4.37115 0.52125 -1.47998 -0.108
C 5.71965 0.55349 -1.17306 -0.093
C 6.36707 1.77540 -1.01195 -0.113
C 5.64466 2.94891 -1.15718 -0.101
C 4.29027 2.91604 -1.48105 -0.080
H 0.18050 -1.89944 -5.13604 0.109
H 1.90801 -1.38917 -6.87542 0.094
H 3.63976 0.30177 -6.39916 0.094
H 3.65275 1.50414 -4.24819 0.109
H 1.82179 4.20952 -0.97346 0.074
H 0.63707 6.20617 -1.73911 0.099
H -0.83783 6.09847 -3.73478 0.091
H -1.06333 3.96163 -4.96226 0.097
H 0.13935 1.97370 -4.21778 0.098
H 3.85397 -0.42861 -1.58531 0.113
H 6.26810 -0.37300 -1.04185 0.095
H 7.41906 1.80886 -0.75424 0.088
H 6.14133 3.90210 -1.01015 0.092
H 3.75218 3.84690 -1.60299 0.084
O -1.77681 -1.46014 -0.22373 -0.270
N -1.07665 -1.69344 0.87786 -0.494
O -1.18681 -0.75017 1.82704 -0.185
Te -3.64783 -0.13257 -1.99638 1.613
C -5.11477 -0.27262 -0.45682 -0.466
C -5.70019 -1.51161 -0.20654 -0.143
C -6.67501 -1.65540 0.77451 -0.114
C -7.07908 -0.55093 1.51530 -0.120
C -6.47976 0.68182 1.28699 -0.096
C -5.49506 0.82073 0.31536 -0.116
C -5.20092 0.48861 -3.36225 -0.487
C -5.53853 -0.26451 -4.48670 -0.150
C -6.44076 0.21450 -5.43298 -0.121
C -7.01841 1.46620 -5.27089 -0.128
C -6.69208 2.23042 -4.15415 -0.110
C -5.79391 1.74477 -3.21343 -0.137
H -5.38509 -2.36803 -0.79040 0.084
H -7.11851 -2.62853 0.95189 0.088
H -7.85128 -0.65416 2.26893 0.085
H -6.78056 1.54490 1.87032 0.094
H -5.00127 1.77774 0.17253 0.081
H -5.07786 -1.23791 -4.61582 0.085
H -6.68885 -0.39353 -6.29613 0.087
H -7.72091 1.84530 -6.00466 0.085
H -7.12707 3.21696 -4.03730 0.091
H -5.51873 2.35026 -2.35605 0.093
C -0.36171 -2.81855 1.13930 -0.098
Ge 0.80682 -2.48070 2.63666 1.033
C 1.58381 -0.98554 3.66748 -0.250
C 2.78312 -1.20751 4.34099 -0.125
C 3.34338 -0.21638 5.13888 -0.105
C 2.70415 1.00975 5.27208 -0.102
C 1.51601 1.24371 4.58986 -0.072
C 0.96141 0.25543 3.78743 -0.083
C 2.33409 -3.69838 2.21980 -0.246
C 3.18138 -3.30693 1.17469 -0.098
C 4.24386 -4.10120 0.76060 -0.095
C 4.46874 -5.32956 1.37032 -0.118
C 3.60736 -5.76063 2.37080 -0.108
C 2.55266 -4.95340 2.78815 -0.104
C -0.14025 -3.35584 4.16828 -0.238
C 0.55406 -3.86856 5.26854 -0.130
C -0.10874 -4.51564 6.30639 -0.113
C -1.49373 -4.62996 6.27809 -0.125
C -2.20604 -4.08921 5.21404 -0.102
C -1.53169 -3.46828 4.16812 -0.094
H -0.11947 -3.37858 0.24628 0.075
H 3.29343 -2.16051 4.23242 0.092
H 4.27723 -0.40480 5.65765 0.089
H 3.14356 1.78260 5.89225 0.089
H 1.02102 2.20390 4.67817 0.103
H 0.03942 0.44453 3.25264 0.100
H 2.97904 -2.37274 0.65551 0.090
H 4.89050 -3.76167 -0.04061 0.094
H 5.30426 -5.94829 1.06380 0.088
H 3.75669 -6.73094 2.83228 0.090
H 1.89206 -5.30641 3.57208 0.083
H 1.63328 -3.75053 5.30944 0.088
H 0.45558 -4.92984 7.13579 0.088
H -2.01516 -5.12853 7.08820 0.086
H -3.28807 -4.15721 5.20308 0.093
H -2.08765 -3.04482 3.33735 0.095
```

Its LUMO energy (spin up / spin down) is 4.0 / 4.0 eV. Its energy is -187243.42868 eV. The value obtained for the max |F| is 0.0340 Eh/bohr. The calculation puts the HOMO-LUMO gap (spin up / spin down) at 0.169 / 0.173 Ha. The total charge is -2. As for the spin multiplicity: 2. For the energy above the lowest of the compared OMol25 structures with the same formula, charge and spin, the calculation gives 11.7 kcal/mol. The HOMO energy (spin up / spin down) comes out at -0.5905 / -0.7049 eV.


A structure of composition C56H44N4PS4Ti. Source: the OMol25 dataset; level of theory: ωB97M-V/def2-TZVPD.

```
110
Properties=species:S:1:pos:R:3:lowdin_charge:R:1
Ti -0.29402 -0.18046 -1.03180 0.527
S -1.91376 1.41692 -0.15770 0.734
C -1.51712 1.52036 1.51943 -0.623
N -1.66708 2.68949 2.19249 -0.105
C -1.31403 2.70993 3.60389 -0.099
C -1.76517 1.40388 4.23012 -0.097
N -1.08822 0.31738 3.54920 -0.101
C -0.46384 -0.71646 4.35646 -0.136
C -1.46093 -1.53646 5.13893 -0.213
C -2.34462 -2.39027 4.48581 -0.032
C -3.20592 -3.19550 5.21401 -0.074
C -3.18145 -3.16732 6.60239 -0.084
C -2.32399 -2.29827 7.25837 -0.078
C -1.46689 -1.48721 6.52750 -0.048
C -1.04819 0.36169 2.19293 -0.626
S -0.52325 -0.99826 1.27976 0.712
C -2.42135 3.83124 1.68559 -0.124
C -3.81352 3.86922 2.27811 -0.216
C -4.21646 4.91875 3.09378 -0.048
C -5.48379 4.92144 3.66120 -0.077
C -6.35396 3.86982 3.42299 -0.083
C -5.95504 2.81562 2.61192 -0.072
C -4.69338 2.81585 2.03973 -0.039
H -1.81024 3.55656 4.07460 0.129
H -0.22881 2.81446 3.70771 0.135
H -2.85026 1.31381 4.11096 0.142
H -1.53065 1.36456 5.29250 0.134
H 0.23929 -0.24243 5.04779 0.127
H 0.09815 -1.35829 3.68415 0.078
H -2.33694 -2.43150 3.40193 0.100
H -3.87974 -3.86633 4.69697 0.105
H -3.82771 -3.82377 7.16995 0.105
H -2.30462 -2.26392 8.33989 0.105
H -0.78182 -0.82711 7.04829 0.110
H -2.45875 3.75883 0.60141 0.085
H -1.87338 4.73706 1.95439 0.131
H -3.53981 5.74458 3.28391 0.113
H -5.78931 5.74609 4.29189 0.106
H -7.34200 3.87141 3.86379 0.105
H -6.63000 1.99122 2.42127 0.106
H -4.38380 1.99540 1.40173 0.096
S 2.32698 -5.10735 0.76950 1.061
C 3.23142 -6.55775 0.77157 -0.391
C 3.29367 -7.11969 -0.46461 -0.167
C 2.60153 -6.36448 -1.43785 -0.110
C 2.01651 -5.23245 -0.93370 -0.469
C 1.28887 -4.20025 -1.66034 -0.171
C 0.63452 -3.15905 -0.99033 -0.111
N 0.03213 -2.15083 -1.59287 -0.039
C 0.00895 -2.13634 -2.94945 -0.152
C 0.60183 -3.15124 -3.72251 -0.115
C 0.51087 -3.06985 -5.15255 0.003
C -0.16266 -2.06642 -5.75343 0.003
C -0.79035 -1.02758 -4.98676 -0.111
C -1.48868 0.03143 -5.56130 0.088
C -2.07475 0.99956 -4.75206 -0.163
C -1.93460 0.84982 -3.36893 -0.079
N -1.22366 -0.10729 -2.79246 -0.013
C -0.66996 -1.06205 -3.58707 -0.127
C -2.75850 2.15587 -5.31663 -0.469
C -3.04704 2.40912 -6.63185 -0.111
C -3.66693 3.66185 -6.83867 -0.168
C -3.83918 4.35447 -5.68144 -0.393
S -3.25523 3.49226 -4.32594 1.067
C 1.25700 -4.18034 -3.05136 0.084
H 3.66896 -6.91188 1.69071 0.073
H 3.81875 -8.03807 -0.67957 0.111
H 2.53079 -6.66447 -2.47289 0.112
H 0.62022 -3.14765 0.09443 0.069
H 0.98769 -3.84666 -5.73663 0.125
H -0.24704 -2.02305 -6.83182 0.125
H -1.57163 0.08915 -6.63794 0.129
H -2.41877 1.55354 -2.70311 0.057
H -2.83364 1.72167 -7.43726 0.112
H -3.97042 4.02947 -7.80723 0.111
H -4.27753 5.32961 -5.54492 0.073
H 1.74327 -4.95731 -3.62525 0.129
C 7.02831 -1.29046 -2.24921 -0.081
C 6.70827 -1.16119 -0.90710 -0.072
C 5.40510 -0.88407 -0.51652 -0.071
C 4.40404 -0.73855 -1.47237 -0.349
C 4.73299 -0.87953 -2.82318 -0.122
C 6.03748 -1.13873 -3.20815 -0.082
P 2.62197 -0.48334 -1.10530 1.108
C 2.70494 -0.03088 0.67469 -0.395
C 2.62421 1.27217 1.15318 -0.065
C 2.84032 1.52438 2.50252 -0.073
C 3.14344 0.49000 3.37307 -0.085
C 3.18067 -0.81860 2.90827 -0.082
C 2.95367 -1.07513 1.56857 -0.153
C 2.24505 1.13851 -1.83623 -0.418
C 3.14212 2.04140 -2.39778 -0.078
C 2.66357 3.24374 -2.89292 -0.074
C 1.31417 3.54663 -2.78286 -0.076
C 0.43378 2.64858 -2.19398 -0.134
C 0.86513 1.40121 -1.72719 -0.284
H 8.04466 -1.50788 -2.54969 0.106
H 7.47648 -1.27866 -0.15374 0.107
H 5.18334 -0.77625 0.53392 0.094
H 3.95078 -0.77689 -3.56837 0.103
H 6.27722 -1.22983 -4.25991 0.105
H 2.42326 2.08887 0.47254 0.108
H 2.80374 2.54240 2.87190 0.106
H 3.35590 0.70294 4.41343 0.106
H 3.38751 -1.63602 3.58835 0.110
H 2.97950 -2.09558 1.19968 0.082
H 4.20070 1.81464 -2.43716 0.106
H 3.34128 3.95121 -3.35362 0.106
H 0.93673 4.48859 -3.16299 0.105
H -0.60735 2.93852 -2.10756 0.057
```

Its LUMO energy (spin up / spin down) is -3.6 / -3.6 eV. Its energy is -140489.17818 eV. The value obtained for the max |F| is 0.0643 Eh/bohr. The calculation puts the HOMO-LUMO gap (spin up / spin down) at 0.186 / 0.239 Ha. The total charge is +1. As for the spin multiplicity: 3. For the energy above the lowest of the compared OMol25 structures with the same formula, charge and spin, the calculation gives 25.1 kcal/mol. The HOMO energy (spin up / spin down) comes out at -8.6293 / -10.1170 eV.


Number 1 is which compound?
C56H44GeN2O9PSTeTi